[1]
{"formula": "C15H14BrNO3", "method": "ωB97M-V with the def2-TZVPD basis set", "spin_multiplicity": 1, "e_tot_ev": -93457.244, "e_homo_ha": -0.30588, "smiles": "NC(=O)c1ccccc1OCCOc1ccc(Br)cc1", "symbols": ["N", "C", "O", "C", "C", "C", "C", "C", "C", "O", "C", "C", "O", "C", "C", "C", "C", "Br", "C", "C", "H", "H", "H", "H", "H", "H", "H", "H", "H", "H", "H", "H", "H", "H"], "xyz": [[3.159, -0.460, 1.556], [2.204, 0.431, 1.191], [1.977, 1.442, 1.819], [1.514, 0.082, -0.090], [1.415, 1.080, -1.053], [0.873, 0.820, -2.297], [0.415, -0.454, -2.589], [0.464, -1.444, -1.627], [1.001, -1.188, -0.370], [1.037, -2.243, 0.520], [0.430, -2.075, 1.787], [-1.092, -1.837, 1.721], [-1.394, -0.469, 1.888], [-1.593, 0.350, 0.814], [-1.220, 1.683, 0.991], [-1.409, 2.603, -0.018], [-1.977, 2.189, -1.211], [-2.188, 3.433, -2.633], [-2.377, 0.880, -1.395], [-2.188, -0.041, -0.381], [3.306, -1.315, 1.048], [3.693, -0.289, 2.392], [1.790, 2.062, -0.808], [0.814, 1.604, -3.037], [0.002, -0.673, -3.562], [0.096, -2.438, -1.833], [0.639, -3.013, 2.305], [0.873, -1.246, 2.350], [-1.571, -2.348, 2.560], [-1.484, -2.247, 0.786], [-0.756, 1.973, 1.920], [-1.104, 3.629, 0.117], [-2.832, 0.575, -2.324], [-2.517, -1.056, -0.538]], "lowdin_charge": [0.19, -0.52, 0.07, -0.09, -0.01, -0.08, -0.07, -0.01, -0.23, -0.06, -0.14, -0.14, -0.04, -0.27, 0.00, -0.12, -0.70, 0.71, -0.14, -0.02, 0.11, 0.12, 0.13, 0.10, 0.11, 0.12, 0.13, 0.12, 0.13, 0.12, 0.12, 0.11, 0.11, 0.11]}



[2]
{"formula": "C15H14Cl2O3S", "method": "ωB97M-V with the def2-TZVPD basis set", "spin_multiplicity": 1, "e_tot_ev": -57801.013, "e_homo_ha": -0.34427, "smiles": "CO[C@H](c1ccccc1)[C@H](Cl)S(=O)(=O)c1ccc(Cl)cc1", "symbols": ["C", "O", "C", "C", "C", "C", "C", "C", "C", "C", "Cl", "S", "O", "O", "C", "C", "C", "C", "Cl", "C", "C", "H", "H", "H", "H", "H", "H", "H", "H", "H", "H", "H", "H", "H", "H"], "xyz": [[2.176, 0.111, -2.809], [0.815, 0.524, -2.433], [-0.054, -0.209, -1.691], [-1.435, 0.016, -2.308], [-2.242, -1.057, -2.797], [-3.427, -0.820, -3.455], [-3.811, 0.536, -3.741], [-2.918, 1.562, -3.447], [-1.686, 1.253, -2.844], [0.140, -0.103, -0.067], [-0.230, 1.679, 0.247], [1.814, -0.455, 1.004], [2.879, 0.503, 0.688], [1.993, -1.874, 0.777], [1.339, -0.304, 2.839], [1.501, 0.934, 3.438], [1.430, 1.095, 4.821], [1.210, -0.049, 5.597], [1.168, 0.126, 7.315], [0.980, -1.299, 5.032], [1.067, -1.409, 3.635], [2.559, 1.058, -3.194], [2.820, -0.244, -1.978], [2.106, -0.577, -3.649], [0.385, -1.328, -1.538], [-1.982, -2.010, -2.307], [-4.083, -1.624, -3.741], [-4.595, 0.703, -4.471], [-3.143, 2.585, -3.744], [-1.093, 2.059, -2.403], [-0.781, -0.672, 0.212], [1.751, 1.795, 2.846], [1.595, 2.057, 5.281], [0.790, -2.161, 5.668], [0.964, -2.399, 3.218]], "lowdin_charge": [-0.01, -0.19, -0.41, -0.18, -0.04, -0.08, -0.07, -0.07, -0.05, -0.52, 0.58, 0.73, -0.32, -0.35, -0.24, -0.08, -0.08, -0.66, 0.69, -0.09, -0.05, 0.09, 0.09, 0.09, 0.18, 0.12, 0.09, 0.10, 0.10, 0.10, 0.10, 0.11, 0.11, 0.11, 0.11]}